# 1
{
  "formula": "C24H40AuFN7O3S",
  "method": "wB97M-V/def2-TZVPD",
  "elements": ["Au", "C", "C", "N", "C", "C", "C", "O", "O", "C", "O", "C", "C", "C", "F", "C", "C", "C", "N", "C", "C", "N", "C", "C", "H", "H", "H", "H", "H", "H", "H", "H", "H", "H", "H", "H", "H", "H", "H", "H", "H", "H", "N", "C", "C", "C", "N", "H", "H", "H", "H", "H", "H", "H", "H", "H", "H", "C", "C", "N", "C", "S", "N", "C", "C", "H", "H", "H", "H", "H", "H", "H", "H", "H", "H", "H", "H"],
  "positions_angstrom": [[-3.76, -3.18, 1.32], [1.87, -6.38, -3.13], [1.94, -6.29, -1.60], [1.03, -5.21, -1.04], [-0.29, -5.61, -0.81], [-1.26, -4.75, -0.53], [-2.72, -5.25, -0.58], [-2.85, -6.31, -1.12], [-3.68, -4.57, -0.14], [-0.86, -3.38, -0.26], [-1.55, -2.63, 0.33], [0.43, -2.96, -0.72], [0.66, -1.60, -0.88], [1.91, -1.21, -1.29], [2.22, 0.07, -1.55], [2.98, -2.10, -1.33], [2.73, -3.46, -1.23], [1.41, -3.95, -1.00], [4.29, -1.59, -1.59], [4.43, -1.13, -2.96], [5.47, -0.08, -3.04], [6.62, -0.52, -2.14], [6.32, -0.57, -0.69], [4.78, -0.70, -0.55], [2.57, -7.15, -3.45], [2.21, -5.44, -3.57], [0.89, -6.56, -3.51], [2.93, -6.07, -1.23], [1.58, -7.20, -1.04], [-0.52, -6.65, -0.98], [-0.14, -0.85, -0.77], [3.63, -4.10, -1.38], [3.48, -0.67, -3.28], [4.69, -1.96, -3.58], [5.15, 0.88, -2.71], [5.75, -0.07, -4.08], [7.40, 0.16, -2.25], [6.94, -1.42, -2.51], [6.71, 0.33, -0.15], [6.75, -1.52, -0.30], [4.18, 0.25, -0.55], [4.55, -1.08, 0.40], [-5.79, -3.95, 1.84], [-6.80, -3.01, 2.42], [-6.13, -2.14, 3.53], [-5.23, -1.08, 3.07], [-3.87, -1.72, 2.86], [-6.08, -4.50, 1.02], [-5.49, -4.63, 2.55], [-7.67, -3.48, 2.87], [-7.21, -2.32, 1.67], [-5.55, -2.74, 4.25], [-6.91, -1.69, 4.14], [-5.21, -0.27, 3.84], [-5.57, -0.68, 2.10], [-3.52, -2.17, 3.75], [-3.23, -0.92, 2.57], [-0.54, 6.62, 3.81], [0.17, 7.02, 2.52], [-0.73, 7.54, 1.54], [-1.17, 6.96, 0.42], [-0.81, 5.32, 0.15], [-1.86, 7.72, -0.47], [-1.80, 9.12, -0.62], [-0.47, 9.69, -1.18], [0.12, 6.31, 4.63], [-1.32, 5.86, 3.65], [-1.14, 7.44, 4.24], [0.59, 6.11, 2.09], [0.88, 7.79, 2.84], [-1.00, 8.50, 1.74], [-2.17, 7.28, -1.33], [-2.08, 9.60, 0.35], [-2.59, 9.46, -1.30], [0.41, 9.35, -0.63], [-0.67, 10.79, -1.30], [-0.38, 9.30, -2.17]],
  "s2": 2.01,
  "total_charge": 3,
  "e_homo_ev": [-14.131, -14.115],
  "e_lumo_ev": [-6.1196, -10.3520],
  "de_lowest_kcal_mol": 2.0,
  "spin_multiplicity": 3,
  "energy_ev": -59329.499
}

# 2
{
  "formula": "C24H40CoN4",
  "method": "wB97M-V/def2-TZVPD",
  "elements": ["Co", "C", "N", "C", "C", "C", "N", "C", "C", "H", "H", "H", "H", "H", "H", "H", "H", "H", "H", "H", "H", "H", "H", "H", "H", "C", "C", "C", "C", "C", "C", "C", "N", "C", "C", "C", "C", "C", "C", "C", "N", "C", "C", "C", "C", "H", "H", "H", "H", "H", "H", "H", "H", "H", "H", "H", "H", "H", "H", "H", "H", "H", "H", "H", "H", "H", "H", "H", "H"],
  "positions_angstrom": [[-10.88, 14.13, -1.10], [-12.70, 12.21, 0.02], [-12.58, 13.67, -0.08], [-12.59, 14.26, 1.30], [-13.59, 14.23, -1.00], [-13.31, 13.82, -2.47], [-11.96, 14.28, -2.92], [-11.51, 13.36, -4.05], [-12.01, 15.65, -3.42], [-13.76, 11.96, 0.29], [-11.99, 11.85, 0.76], [-12.49, 11.81, -0.95], [-13.56, 14.18, 1.82], [-12.27, 15.26, 1.31], [-11.92, 13.66, 1.91], [-13.53, 15.30, -0.95], [-14.60, 13.96, -0.63], [-13.99, 14.30, -3.12], [-13.46, 12.78, -2.65], [-12.28, 13.21, -4.81], [-11.29, 12.39, -3.60], [-10.54, 13.71, -4.46], [-12.66, 15.79, -4.30], [-11.00, 15.95, -3.62], [-12.46, 16.34, -2.68], [-7.81, 18.12, 3.54], [-7.50, 18.46, 2.05], [-6.00, 18.26, 1.78], [-7.88, 19.89, 1.77], [-8.37, 17.53, 1.24], [-9.58, 17.89, 0.62], [-10.30, 16.95, -0.13], [-9.85, 15.71, -0.32], [-8.74, 15.32, 0.33], [-8.03, 16.15, 1.19], [-8.32, 13.90, 0.10], [-7.03, 13.48, 0.39], [-6.65, 12.18, 0.08], [-7.58, 11.38, -0.57], [-8.83, 11.88, -0.87], [-9.20, 13.11, -0.55], [-5.23, 11.71, 0.44], [-5.35, 10.83, 1.69], [-4.29, 12.86, 0.67], [-4.63, 10.92, -0.72], [-7.42, 18.89, 4.19], [-7.45, 17.09, 3.74], [-8.86, 18.17, 3.70], [-5.35, 18.79, 2.54], [-5.65, 18.70, 0.83], [-5.72, 17.18, 1.85], [-7.22, 20.55, 2.36], [-8.89, 20.07, 2.04], [-7.65, 20.10, 0.71], [-9.87, 18.89, 0.80], [-11.24, 17.27, -0.63], [-7.16, 15.74, 1.75], [-6.37, 14.19, 0.83], [-7.33, 10.35, -0.74], [-9.59, 11.24, -1.36], [-5.75, 11.40, 2.57], [-4.33, 10.45, 1.95], [-5.96, 9.93, 1.50], [-4.51, 13.43, 1.58], [-4.30, 13.61, -0.13], [-3.25, 12.45, 0.72], [-5.23, 10.13, -1.01], [-3.62, 10.48, -0.59], [-4.54, 11.59, -1.57]],
  "s2": 3.76,
  "total_charge": 2,
  "e_homo_ev": [-15.151, -15.149],
  "e_lumo_ev": [-6.0234, -6.5394],
  "de_lowest_kcal_mol": 0.0,
  "spin_multiplicity": 4,
  "energy_ev": -69111.862
}

# 3
{
  "formula": "C24H40F2N3O3S2",
  "method": "wB97M-V/def2-TZVPD",
  "elements": ["C", "C", "F", "C", "N", "C", "C", "C", "S", "C", "S", "N", "C", "C", "O", "C", "C", "C", "C", "C", "C", "N", "C", "C", "C", "F", "H", "H", "H", "H", "H", "H", "H", "H", "H", "H", "H", "H", "H", "H", "H", "H", "H", "H", "H", "H", "H", "H", "H", "H", "H", "H", "H", "H", "C", "C", "O", "C", "H", "H", "H", "H", "H", "H", "C", "C", "O", "C", "H", "H", "H", "H", "H", "H"],
  "positions_angstrom": [[-0.84, 2.29, 3.50], [-0.30, 0.77, 3.06], [-0.40, -0.06, 4.26], [1.17, 0.99, 2.39], [2.03, -0.20, 2.12], [2.86, -0.19, 0.85], [2.21, 0.32, -0.53], [3.12, 1.49, -1.32], [3.36, 0.90, -3.12], [1.66, 0.89, -3.99], [0.59, -0.42, -3.70], [1.37, 2.08, -4.87], [0.92, 1.71, -6.26], [-0.30, 2.75, -6.75], [0.04, 4.17, -6.55], [0.51, 4.45, -5.19], [0.47, 3.10, -4.20], [1.29, -1.56, 2.06], [1.69, -2.84, 3.01], [0.78, -4.12, 2.68], [-0.33, -4.02, 1.53], [-0.77, -2.91, 0.65], [0.10, -1.76, 1.00], [3.13, -0.16, 3.19], [2.68, -0.18, 4.74], [4.25, -1.11, 2.98], [-0.21, 2.71, 4.42], [-0.70, 3.03, 2.58], [-1.97, 2.23, 3.84], [-1.12, 0.39, 2.29], [0.92, 1.67, 1.43], [1.68, 1.80, 3.11], [3.89, 0.39, 0.96], [3.18, -1.32, 0.68], [2.20, -0.60, -1.30], [1.12, 0.74, -0.52], [2.56, 2.54, -1.30], [4.20, 1.59, -0.87], [0.48, 0.63, -6.38], [1.86, 1.76, -7.00], [-1.31, 2.41, -6.23], [-0.44, 2.52, -7.90], [1.67, 4.71, -5.29], [0.02, 5.38, -4.68], [0.98, 3.37, -3.16], [-0.61, 2.73, -3.97], [2.54, -2.81, 3.82], [0.97, -5.13, 3.26], [-0.93, -5.03, 1.33], [-0.17, -0.78, 0.36], [3.65, 0.91, 3.04], [2.27, 0.89, 5.10], [1.86, -0.96, 5.05], [3.63, -0.42, 5.41], [-0.88, -4.65, 6.19], [-1.10, -6.04, 5.64], [-0.33, -6.53, 4.82], [-2.29, -6.80, 6.15], [0.02, -4.22, 5.73], [-1.74, -4.02, 5.94], [-0.74, -4.70, 7.27], [-3.21, -6.27, 5.90], [-2.21, -6.94, 7.23], [-2.32, -7.79, 5.67], [-4.52, 3.82, -5.37], [-4.32, 2.36, -5.06], [-3.21, 1.83, -5.14], [-5.53, 1.57, -4.64], [-3.56, 4.26, -5.66], [-5.22, 3.93, -6.20], [-4.89, 4.34, -4.49], [-6.28, 1.58, -5.44], [-5.95, 1.99, -3.72], [-5.24, 0.53, -4.44]],
  "total_charge": 1,
  "e_homo_ev": -10.635,
  "e_lumo_ev": -3.4132,
  "energy_ev": -63234.039
}

- What is the formula in the first record?
  C24H40AuFN7O3S

Repeat the second record exactly.
{
  "formula": "C24H40CoN4",
  "method": "wB97M-V/def2-TZVPD",
  "elements": ["Co", "C", "N", "C", "C", "C", "N", "C", "C", "H", "H", "H", "H", "H", "H", "H", "H", "H", "H", "H", "H", "H", "H", "H", "H", "C", "C", "C", "C", "C", "C", "C", "N", "C", "C", "C", "C", "C", "C", "C", "N", "C", "C", "C", "C", "H", "H", "H", "H", "H", "H", "H", "H", "H", "H", "H", "H", "H", "H", "H", "H", "H", "H", "H", "H", "H", "H", "H", "H"],
  "positions_angstrom": [[-10.88, 14.13, -1.10], [-12.70, 12.21, 0.02], [-12.58, 13.67, -0.08], [-12.59, 14.26, 1.30], [-13.59, 14.23, -1.00], [-13.31, 13.82, -2.47], [-11.96, 14.28, -2.92], [-11.51, 13.36, -4.05], [-12.01, 15.65, -3.42], [-13.76, 11.96, 0.29], [-11.99, 11.85, 0.76], [-12.49, 11.81, -0.95], [-13.56, 14.18, 1.82], [-12.27, 15.26, 1.31], [-11.92, 13.66, 1.91], [-13.53, 15.30, -0.95], [-14.60, 13.96, -0.63], [-13.99, 14.30, -3.12], [-13.46, 12.78, -2.65], [-12.28, 13.21, -4.81], [-11.29, 12.39, -3.60], [-10.54, 13.71, -4.46], [-12.66, 15.79, -4.30], [-11.00, 15.95, -3.62], [-12.46, 16.34, -2.68], [-7.81, 18.12, 3.54], [-7.50, 18.46, 2.05], [-6.00, 18.26, 1.78], [-7.88, 19.89, 1.77], [-8.37, 17.53, 1.24], [-9.58, 17.89, 0.62], [-10.30, 16.95, -0.13], [-9.85, 15.71, -0.32], [-8.74, 15.32, 0.33], [-8.03, 16.15, 1.19], [-8.32, 13.90, 0.10], [-7.03, 13.48, 0.39], [-6.65, 12.18, 0.08], [-7.58, 11.38, -0.57], [-8.83, 11.88, -0.87], [-9.20, 13.11, -0.55], [-5.23, 11.71, 0.44], [-5.35, 10.83, 1.69], [-4.29, 12.86, 0.67], [-4.63, 10.92, -0.72], [-7.42, 18.89, 4.19], [-7.45, 17.09, 3.74], [-8.86, 18.17, 3.70], [-5.35, 18.79, 2.54], [-5.65, 18.70, 0.83], [-5.72, 17.18, 1.85], [-7.22, 20.55, 2.36], [-8.89, 20.07, 2.04], [-7.65, 20.10, 0.71], [-9.87, 18.89, 0.80], [-11.24, 17.27, -0.63], [-7.16, 15.74, 1.75], [-6.37, 14.19, 0.83], [-7.33, 10.35, -0.74], [-9.59, 11.24, -1.36], [-5.75, 11.40, 2.57], [-4.33, 10.45, 1.95], [-5.96, 9.93, 1.50], [-4.51, 13.43, 1.58], [-4.30, 13.61, -0.13], [-3.25, 12.45, 0.72], [-5.23, 10.13, -1.01], [-3.62, 10.48, -0.59], [-4.54, 11.59, -1.57]],
  "s2": 3.76,
  "total_charge": 2,
  "e_homo_ev": [-15.151, -15.149],
  "e_lumo_ev": [-6.0234, -6.5394],
  "de_lowest_kcal_mol": 0.0,
  "spin_multiplicity": 4,
  "energy_ev": -69111.862
}